The following is a quantum chemistry calculation of a cluster of 2 separate species, C11H25BN3O6S in total, from the OMol25 dataset.

Each line ends with the natural charge from an NBO analysis.
Element x y z (Å)
C -2.953 4.434 -1.647  -0.6117
C -2.669 3.047 -1.036  -0.4190
C -1.432 2.983 -0.096  -0.4016
C -0.152 2.326 -0.700  -0.2590
C -0.007 2.824 -2.176  -0.6135
C -0.105 0.760 -0.555  0.3093
C -1.417 -0.020 -0.423  -0.5326
C -1.712 -0.988 -1.595  0.1462
N -2.342 -2.064 -1.374  -0.5800
O 0.556 0.338 -1.810  -0.7254
S 2.156 0.238 -1.717  2.5086
O 2.898 1.190 -2.525  -0.9229
O 2.677 -1.095 -1.963  -0.8848
O 2.272 0.771 -0.191  -0.6868
C 1.006 0.431 0.478  0.0447
N 0.911 1.111 1.765  -0.7927
B 1.206 -1.127 0.889  1.0068
N 2.398 -1.448 1.685  -1.1198
O 0.328 -2.122 0.538  -0.9157
H -2.704 5.260 -0.975  0.2040
H -4.029 4.522 -1.860  0.2061
H -2.463 4.517 -2.623  0.2091
H -3.544 2.783 -0.420  0.2036
H -2.613 2.251 -1.788  0.2073
H -1.680 2.444 0.831  0.1962
H -1.174 4.012 0.185  0.2081
H 0.701 2.782 -0.182  0.2276
H -0.651 2.284 -2.872  0.2070
H -0.335 3.874 -2.157  0.1979
H 1.042 2.844 -2.477  0.2430
H -1.428 -0.595 0.509  0.2635
H -2.299 0.632 -0.371  0.2294
H -1.437 -0.745 -2.620  0.1803
H -2.541 -2.144 -0.377  0.3308
H 0.718 0.390 2.453  0.3853
H 0.094 1.716 1.795  0.3545
H 3.199 -1.359 1.063  0.3915
H 2.378 -2.421 1.982  0.3998
H 0.436 -2.804 1.245  0.5479
C 2.319 -5.566 2.159  -0.6301
C 1.330 -4.874 3.129  -0.0126
O 0.297 -4.329 2.452  -0.9730
H 2.739 -4.852 1.444  0.1757
H 3.162 -6.013 2.713  0.1613
H 1.829 -6.367 1.602  0.1882
H 1.965 -4.173 3.733  0.0660
H 1.071 -5.659 3.883  0.0813

As for the lowest unoccupied orbital energy: 2.42 eV. The total energy comes out at -40080.523 eV. Its charge is -1. The HOMO energy is -3.4 eV.


The following is a quantum chemistry calculation of the ion C11H25ClN3O6P2 with charge +1, from the OMol25 dataset.

Each line ends with the natural charge from an NBO analysis.
Element x y z (Å)
C -3.485 -3.417 -0.346  -0.6270
C -3.615 -2.377 -1.442  -0.1726
Cl -2.672 -2.885 -2.881  -0.0493
C -3.174 -0.977 -1.015  -0.4502
C -1.675 -0.849 -0.776  0.2529
N -1.394 -0.176 0.508  -0.6241
C -0.067 0.051 0.723  0.7378
N 0.367 0.337 1.922  -0.5058
C 1.719 0.810 2.267  -0.2198
C 1.880 0.850 3.778  -0.4481
C 1.052 1.925 4.472  -0.0634
O 1.424 3.242 4.126  -0.6936
N 0.795 0.005 -0.350  -0.4752
C 1.607 -1.229 -0.462  -0.6162
P 2.505 -1.440 -2.041  2.3572
O 1.653 -1.758 -3.176  -1.0515
O 3.351 -0.087 -2.154  -0.9955
O 3.564 -2.556 -1.675  -0.9733
C 0.100 0.536 -1.529  -0.0349
P -0.459 2.325 -1.287  1.0139
C -0.388 2.838 -3.044  -0.9725
O 0.971 2.927 -0.684  -0.9824
O -1.077 -0.173 -1.867  -0.5238
H -4.106 -3.135 0.507  0.2182
H -3.813 -4.390 -0.707  0.2428
H -2.453 -3.526 -0.008  0.2021
H -4.653 -2.317 -1.763  0.2304
H -3.716 -0.734 -0.096  0.2226
H -3.447 -0.248 -1.777  0.2515
H -1.208 -1.834 -0.704  0.1857
H -1.979 0.635 0.695  0.4259
H -0.313 0.277 2.670  0.4264
H 2.453 0.142 1.824  0.2173
H 1.861 1.785 1.796  0.2175
H 1.612 -0.128 4.190  0.2204
H 2.933 1.014 4.007  0.2459
H 1.204 1.850 5.548  0.2114
H -0.026 1.772 4.304  0.1414
H 1.432 3.359 3.174  0.4566
H 0.987 -2.128 -0.386  0.2362
H 2.331 -1.257 0.353  0.2273
H 3.325 0.266 -3.052  0.5287
H 4.154 -2.399 -0.932  0.5183
H 0.773 0.473 -2.380  0.2350
H 0.061 2.096 -3.704  0.2408
H -1.391 3.059 -3.405  0.2555
H 0.204 3.753 -3.089  0.2607
H 0.787 3.691 -0.134  0.4987

The SMILES is C[C@H](Cl)C[C@@H]1NC(NCCCO)=[N+](CP(=O)(O)O)[C@H](P(C)O)O1. As for the lowest unoccupied orbital energy: -3.36 eV. The total energy comes out at -59664.612 eV. Its charge is +1. The HOMO energy is -12.3 eV.


The following is a quantum chemistry calculation of a structure of composition C11H25CoIN6S2Se2Te2, from the OMol25 dataset.

Each line ends with the natural charge from an NBO analysis.
Element x y z (Å)
Co 1.144 -0.661 0.625  0.9551
Se 1.567 -3.150 0.388  -0.7328
Te 2.822 -3.301 -1.739  0.0950
Te 4.171 -0.960 -1.676  0.0683
Se 2.207 0.503 -1.298  -0.6889
N 3.061 -1.104 1.622  -0.8820
C 3.651 0.091 2.224  -0.2371
C 2.544 0.922 2.857  -0.2313
N 1.493 1.122 1.859  -0.8615
H 2.797 -1.780 2.333  0.3827
H 3.742 -1.563 1.023  0.4097
H 4.121 0.670 1.425  0.2094
H 4.409 -0.150 2.974  0.1865
H 2.964 1.865 3.220  0.1946
H 2.127 0.376 3.707  0.1873
H 1.809 1.781 1.152  0.4086
H 0.660 1.537 2.259  0.3947
I -2.253 -1.822 5.829  0.1851
C -1.240 -1.967 4.023  -0.2915
C -1.168 -3.075 3.205  -0.0488
N -0.389 -2.721 2.171  -0.3330
N 0.039 -1.464 2.269  -0.3183
C -0.469 -0.982 3.393  -0.0523
H -1.622 -4.046 3.293  0.2391
H -0.062 -3.293 1.395  0.4326
H -0.291 0.027 3.718  0.2231
C -1.865 -2.732 -0.589  -0.7501
S -1.155 -1.079 -0.824  0.2220
C -0.513 -1.394 -2.487  -0.7482
H -1.069 -3.475 -0.665  0.2343
H -2.611 -2.896 -1.364  0.2198
H -2.343 -2.768 0.386  0.2223
H -1.346 -1.634 -3.147  0.2066
H 0.185 -2.229 -2.443  0.2364
H -0.002 -0.497 -2.823  0.2434
S -1.149 2.270 0.553  -0.3611
C -1.481 2.469 -1.075  0.3312
N -0.509 2.542 -1.995  -0.6043
C -0.741 2.706 -3.420  -0.2145
C -2.035 3.479 -3.627  -0.4176
C -3.146 2.756 -2.880  -0.2153
N -2.754 2.616 -1.488  -0.6009
H 0.426 2.334 -1.678  0.4361
H -0.803 1.732 -3.918  0.1909
H 0.107 3.245 -3.841  0.2165
H -2.271 3.554 -4.688  0.2237
H -1.918 4.484 -3.217  0.2137
H -3.314 1.770 -3.326  0.1883
H -4.078 3.319 -2.927  0.2112
H -3.451 2.569 -0.766  0.4213

The spin multiplicity is 2. As for the lowest unoccupied orbital energy (alpha / beta): -0.10 / 0.23 eV. The total energy comes out at -233432.377 eV. Its charge is 0. The HOMO energy (alpha / beta) is -6.5 / -6.6 eV.


The following is a quantum chemistry calculation of a structure of composition C11H25Cs2N3O11S2, from the OMol25 dataset.

Each line ends with the Löwdin charge.
Element x y z (Å)
Cs 4.591 -2.876 2.077  1.0763
Cs 0.394 -4.662 0.689  1.0488
S 1.317 -1.333 1.605  0.0630
O 0.794 -0.433 2.619  -0.3367
O 0.289 -1.715 0.651  -0.5169
O 2.337 -0.591 0.913  -0.3983
O 1.839 -2.525 2.229  -0.7140
C -2.522 -0.685 3.728  -0.0093
C -2.398 0.781 3.647  -0.5911
O -3.406 1.457 3.916  -0.0043
N -1.255 1.351 3.312  0.0267
C -0.972 2.760 3.192  -0.0551
H -1.691 -1.176 3.222  0.0587
H -3.422 -1.059 3.241  0.0836
H -2.464 -0.965 4.780  0.0893
H -0.475 0.750 3.085  0.0645
H -1.388 3.387 3.981  0.0809
H -1.551 3.089 2.330  0.0710
H 0.076 3.042 3.092  0.0888
C -2.720 0.159 -0.079  0.0287
C -2.983 -0.968 -1.094  -0.5371
O -3.902 -0.820 -1.906  0.0184
N -2.090 -1.938 -1.170  0.0128
C -2.132 -2.968 -2.174  -0.0662
H -1.777 0.011 0.446  0.0515
H -3.460 0.143 0.722  0.0850
H -2.804 1.146 -0.536  0.0911
H -1.353 -1.929 -0.479  0.0683
H -2.471 -3.897 -1.716  0.0747
H -1.150 -3.106 -2.627  0.0690
H -2.842 -2.685 -2.951  0.0904
C 4.873 0.084 -1.293  0.0159
C 3.913 -0.553 -2.279  -0.5378
O 4.228 -0.865 -3.434  0.0056
N 2.653 -0.862 -1.867  0.0220
C 1.599 -1.661 -2.587  -0.0263
H 4.510 -0.244 -0.319  0.0420
H 4.714 1.149 -1.456  0.0972
H 5.892 -0.298 -1.356  0.0839
H 2.534 -0.858 -0.864  0.0401
H 0.839 -0.984 -2.977  0.0741
H 1.084 -2.361 -1.929  0.0428
H 2.054 -2.249 -3.384  0.0802
C -0.031 1.835 -2.240  -0.1850
C 0.652 1.634 -0.858  -0.1619
O 0.626 2.896 -0.230  -0.1855
S -0.373 4.011 -0.955  0.6847
O 0.348 5.104 -1.514  -0.2286
O -1.516 4.319 -0.130  -0.2391
O -0.812 2.984 -2.140  -0.1956
H -0.692 1.030 -2.564  0.1215
H 0.680 1.942 -3.059  0.1260
H 1.693 1.344 -1.000  0.1098
H 0.122 0.858 -0.305  0.1019

As for the lowest unoccupied orbital energy: -1.77 eV. The total energy comes out at -61573.223 eV. Its charge is 0. The HOMO energy is -8.1 eV.


The following is a quantum chemistry calculation of a structure of composition C11H25FLiNO11, from the OMol25 dataset.

Each line ends with the natural charge from an NBO analysis.
Element x y z (Å)
Li 0.828 0.075 0.874  0.9439
N 5.967 1.630 1.028  -0.8610
H 6.470 2.427 1.390  0.4482
H 6.675 1.138 0.503  0.4397
H 5.207 1.895 0.417  0.4683
H 5.536 1.037 1.723  0.4679
C 2.536 3.866 -2.124  -0.2336
O 2.469 2.696 -1.411  -1.0391
H 1.685 4.002 -2.791  0.1187
H 2.912 4.677 -1.501  0.1051
H 3.446 3.744 -2.712  0.0980
C 2.427 -0.723 5.164  -0.2084
O 2.665 -0.267 3.912  -1.0163
H 2.657 -1.776 5.324  0.0843
H 2.985 -0.220 5.953  0.0960
H 1.399 -0.731 5.526  0.0894
C -1.105 0.143 -5.007  -0.1320
C -0.116 -0.970 -4.445  0.4494
O 0.883 -0.998 -5.520  -0.5010
C 0.315 -0.425 -6.643  0.9664
O 0.752 -0.547 -7.732  -0.5448
O -0.920 0.213 -6.375  -0.4850
F -0.743 -2.087 -4.458  -0.3179
H -0.914 1.143 -4.619  0.1947
H -2.147 -0.101 -4.798  0.2005
H 0.266 -0.836 -3.433  0.1685
C -6.302 2.325 -0.203  -0.2539
O -5.121 1.677 0.117  -0.4877
C -4.189 2.049 0.896  0.9971
O -3.128 1.424 1.048  -0.6469
O -4.554 3.233 1.440  -0.5155
C -3.625 3.740 2.357  -0.2703
H -6.917 2.568 0.663  0.1957
H -6.956 1.757 -0.865  0.2012
H -6.057 3.175 -0.838  0.1914
H -2.609 3.648 1.974  0.2069
H -3.785 3.337 3.357  0.1873
H -3.715 4.803 2.577  0.1958
C 2.264 -4.778 0.368  -0.2668
O 1.216 -5.239 1.201  -0.4626
C 0.227 -4.476 1.423  0.9968
O 0.053 -3.403 0.786  -0.7037
O -0.588 -5.066 2.317  -0.4786
C -1.368 -4.162 3.030  -0.2685
H 2.795 -3.892 0.713  0.1939
H 1.977 -4.477 -0.640  0.1982
H 3.036 -5.543 0.289  0.2023
H -2.121 -4.675 3.629  0.2001
H -1.989 -3.456 2.479  0.1946
H -0.680 -3.573 3.636  0.1933

As for the lowest unoccupied orbital energy: -1.33 eV. The total energy comes out at -38738.590 eV. Its charge is 0. The HOMO energy is -5.7 eV.


Question: What is the charge in the fifth record?
Answer: 0


Question: Look up the charge of the fifth one.
Answer: 0


Question: Which value of charge does entry 1 give?
Answer: -1